Record 1
C6H12O2 | ωB97M-V/def2-TZVPD

Atoms and positions in Å:
C 2.8451 1.8624 0.8023
C 2.4283 1.0748 -0.4630
C 1.5217 -0.0332 -0.1020
C 0.3106 -0.2573 -0.7180
C -0.6179 -1.2167 -0.2969
C -1.8444 -1.2920 -0.9167
O -2.8263 -2.0685 -0.5955
H 3.1017 1.2235 1.6434
H 2.0136 2.4832 1.1277
H 3.6718 2.5207 0.5497
H 3.3294 0.6432 -0.9251
H 1.9600 1.7567 -1.1668
H 1.8888 -0.6662 0.7042
H 0.0335 0.3719 -1.5614
H -0.3688 -1.7976 0.5794
H -2.1160 -0.7281 -1.8015
H -2.6833 -2.5883 0.2148
H -0.9601 0.8318 1.3001
H -2.1482 1.8150 1.0229
O -1.7329 1.2472 1.6761

## Properties
LUMO (spin up / spin down) ... -4.46 / -7.27 eV
HOMO (spin up / spin down) ... -13.7981 / -14.9851 eV
Energy relative to the best compared isomer or geometry (same formula, charge and spin) ... 8.4 kcal per mole
Spin multiplicity ... 2
⟨S²⟩ ... 0.7728
Net charge ... +1


Record 2
C6H12O2P2 | ωB97M-V/def2-TZVPD

Atoms and positions in Å:
O -1.9179 2.2726 2.5639
P -3.3382 1.5869 2.0759
O -3.5416 2.2435 0.5600
P -2.4736 -0.4026 1.1959
H -1.2254 2.2710 1.8899
H -3.9985 3.0907 0.5951
H -1.2791 -0.1216 1.9493
H -2.7629 0.0686 -0.1288
H -3.4893 -1.1518 1.8473
H -1.8589 -1.5997 0.6467
C 2.1581 0.3273 -0.1518
C 0.9577 -0.1836 -0.6242
C 0.9539 -1.1986 -1.5704
C 2.1559 -1.7024 -2.0474
C 3.3580 -1.1914 -1.5774
C 3.3597 -0.1773 -0.6297
H 2.1592 1.1167 0.5891
H 0.0193 0.2078 -0.2520
H 0.0151 -1.5967 -1.9334
H 2.1559 -2.4945 -2.7849
H 4.2951 -1.5846 -1.9499
H 4.2975 0.2197 -0.2631

## Properties
LUMO ... 0.67 eV
HOMO ... -7.4553 eV
Energy relative to the best compared isomer or geometry (same formula, charge and spin) ... 0.0 kcal per mole
SMILES ... OP(O)[PH4].c1ccccc1
Net charge ... 0


Record 3
C6H12O2S3 | ωB97M-V/def2-TZVPD

Atoms and positions in Å:
C 2.1142 0.3759 -0.7484
C 0.2592 -0.7792 -0.3456
C 1.8027 -1.0817 -0.6218
C 0.5429 0.7185 -0.4872
C 2.6708 -1.7036 0.4175
C -4.5905 0.0924 -0.1706
O -0.8605 0.9062 1.7279
O -0.1793 2.9638 0.5297
S -4.8778 -0.4815 1.3641
S -2.9612 0.6306 -0.6117
S 0.2091 1.5257 1.1064
H 2.7468 0.7147 0.0528
H 2.4184 0.6664 -1.7823
H -0.5733 -1.1225 -1.0826
H -0.2802 -1.0167 0.5878
H 1.7865 -1.6963 -1.5705
H -0.0736 1.3186 -1.1807
H 2.4463 -1.2353 1.4398
H 3.7491 -1.7622 0.1762
H 2.2824 -2.7803 0.4238
H -5.3380 0.0002 -0.9199
H -0.8384 3.2682 1.1327
H -2.4556 0.4779 0.5626

## Properties
LUMO ... -0.33 eV
HOMO ... -8.6598 eV
Energy relative to the best compared isomer or geometry (same formula, charge and spin) ... 51.4 kcal per mole
Net charge ... 0


Record 4
C6H12O3 | ωB97M-V/def2-TZVPD

Atoms and positions in Å:
C -1.6097 -0.7068 1.9332
O -0.4847 0.0845 1.4602
C -0.8352 1.2326 0.7007
O -1.6684 1.2500 -0.1707
O -0.3802 2.3219 1.3517
H -2.3451 -0.8475 1.1413
H -1.1914 -1.6667 2.2312
H -2.0337 -0.2201 2.8108
H -0.6694 3.0752 0.8086
C 0.0502 -1.9037 -0.5347
C 0.7657 -0.9839 0.1390
C 1.4092 0.4679 -0.6644
C 1.1004 0.5118 -2.1457
H 0.3127 -2.9520 -0.4638
H -0.8192 -1.6235 -1.1172
H 1.5377 -1.3168 0.8229
H 1.3210 1.4549 -0.2068
H 2.4702 0.2533 -0.5064
H 0.0294 0.6078 -2.3420
H 1.5952 1.3674 -2.6172
H 1.4456 -0.4066 -2.6307

## Properties
LUMO ... 0.65 eV
HOMO ... -8.2468 eV
Energy relative to the best compared isomer or geometry (same formula, charge and spin) ... 89.0 kcal per mole
SMILES ... COC(=O)O.C=CCC
Net charge ... 0


Record 5
C6H12O3 | ωB97M-V/def2-TZVPD

Atoms and positions in Å:
C 0.8155 -1.0484 1.5727
C 1.4479 -0.2428 -0.5483
C -0.0034 -0.2443 2.3687
H 0.4161 -1.9442 1.1206
H 1.8882 -0.9979 1.6777
H -0.9560 -0.6691 2.6799
H 0.4808 0.3983 3.0984
H 1.2258 -0.1694 -1.6051
H 1.9500 -1.1912 -0.3964
H 2.0358 0.5988 -0.1945
H -0.5277 0.5488 1.5171
C -0.2146 1.7465 -1.6311
C -1.2475 -0.5436 -1.0934
C -0.6377 0.7449 -0.5876
O -1.8258 -1.2693 -0.1041
O -1.2375 -0.9015 -2.2472
O -1.0203 1.2077 0.5336
H -2.1953 -2.0613 -0.5233
H -1.0769 2.3831 -1.8457
H 0.5789 2.3781 -1.2339
H 0.1037 1.2767 -2.5581

## Properties
LUMO (spin up / spin down) ... 0.18 / 0.17 eV
HOMO (spin up / spin down) ... -8.5663 / -8.5656 eV
Energy relative to the best compared isomer or geometry (same formula, charge and spin) ... 114.9 kcal per mole
Net charge ... 0


Record 6
C6H12O4Rh | ωB97M-V/def2-TZVPD

Atoms and positions in Å:
C -0.3722 1.3637 -0.9382
H -0.1606 1.4295 -2.0124
H 0.5053 1.2349 -0.2870
H -1.1103 2.1123 -0.6121
O 0.9614 3.5187 -1.1872
C 0.5766 4.6392 -0.9409
H 1.2590 5.5086 -1.0287
H -0.4364 4.8233 -0.5297
O -1.1568 0.0131 -0.8483
C -1.8607 -0.3154 0.3929
C -0.8582 -0.6153 1.4768
O -0.3159 -1.9454 1.2117
C 1.0350 -2.0917 0.7810
C 1.0555 -3.3038 -0.1545
O 0.1015 -3.2007 -1.1609
Rh -1.3379 -2.0737 -0.6176
H -2.5623 0.4839 0.6764
H -1.3534 -0.6482 2.4579
H -0.0001 0.0783 1.5440
H 1.7084 -2.2290 1.6426
H 1.3448 -1.1867 0.2303
H 0.8948 -4.2107 0.4665
H 2.0824 -3.3849 -0.5624

## Properties
LUMO (spin up / spin down) ... -3.00 / -6.27 eV
HOMO (spin up / spin down) ... -12.6309 / -13.3668 eV
Spin multiplicity ... 5
⟨S²⟩ ... 6.0123
Net charge ... +1


Record 7
C6H12P | ωB97M-V/def2-TZVPD

Atoms and positions in Å:
C 0.0358 -0.5308 2.2133
C -0.1622 -0.0193 1.0695
C 0.0100 -0.9557 3.5513
C 1.4560 1.2111 -0.9936
C -1.4989 0.9886 -1.0944
C 0.1513 -1.4079 -1.5238
P 0.0264 0.1745 -0.6431
H 0.7519 -1.7767 3.4932
H 0.3061 -0.1274 4.2318
H -1.0122 -1.4540 3.6489
H 2.2766 0.7309 -0.4301
H 1.3699 2.1898 -0.6459
H 1.7492 1.1935 -2.1172
H -1.5562 1.3211 -2.1552
H -1.7411 1.7609 -0.4145
H -2.5202 0.3056 -0.8737
H -0.7035 -2.0730 -1.2950
H 0.9729 -2.0912 -1.2964
H 0.2483 -1.4192 -2.6502

## Properties
LUMO ... -3.11 eV
HOMO ... -14.2385 eV
Energy relative to the best compared isomer or geometry (same formula, charge and spin) ... 39.7 kcal per mole
Net charge ... +1


Record 8
C6H12S3SeTl | ωB97M-V/def2-TZVPD

Atoms and positions in Å:
Tl -1.4655 1.7416 1.4794
C 1.1662 -0.8681 1.8976
C 1.7676 0.0470 0.7446
S 1.1168 1.7531 0.4882
C 1.0080 1.6243 -1.3548
C -0.0891 0.7372 -1.9375
S -1.6463 0.7383 -1.1010
C -1.9233 -1.0525 -0.6247
C -0.8454 -1.7406 0.2677
S -0.6567 -1.0514 1.9382
H 1.7280 -1.8454 1.7843
H 1.4210 -0.4822 2.8403
H 2.7588 0.2692 1.1450
H 1.7688 -0.4353 -0.2492
H 0.8124 2.6894 -1.7056
H 1.9641 1.4215 -1.7507
H -0.1309 1.1717 -3.0089
H 0.2795 -0.3847 -2.0747
H -2.8780 -0.9894 -0.1541
H -2.0365 -1.6141 -1.5800
H -1.0943 -2.8065 0.4265
H 0.0889 -1.6920 -0.3046
Se -3.1141 2.7689 2.8340

## Properties
LUMO ... -4.45 eV
HOMO ... -11.3531 eV
Net charge ... +1


Record 9
C6H12Si | ωB97M-V/def2-TZVPD

Atoms and positions in Å:
C -0.9064 2.1167 -0.6066
C -0.7828 1.2801 -1.8239
C 2.2933 0.3011 -0.2245
C -0.0019 -0.7743 0.7406
C -0.1538 -0.9497 2.1470
C -0.3707 -1.9001 -0.1415
Si 0.5528 0.7311 -0.3664
H -0.5002 3.1879 -0.7427
H -1.8465 2.2666 -0.0401
H -1.7136 0.7571 -2.3211
H -0.4110 1.9225 -2.7195
H 3.0329 0.0688 0.6366
H 2.8264 0.0121 -1.1048
H 0.5178 -1.5556 2.7891
H -1.2154 -1.1194 2.3919
H 0.0850 0.0730 2.6443
H -0.7282 -2.7702 0.3326
H 0.5021 -2.0849 -0.7781
H -1.1797 -1.5627 -0.8130

## Properties
LUMO (spin up / spin down) ... -0.63 / 0.62 eV
HOMO (spin up / spin down) ... -7.1222 / -7.7326 eV
Energy relative to the best compared isomer or geometry (same formula, charge and spin) ... 145.5 kcal per mole
Net charge ... 0


Record 10
C6H13AlBrNOP | ωB97M-V/def2-TZVPD

Atoms and positions in Å:
C 2.6794 -2.0882 0.6649
C 1.7701 -2.1013 -0.3077
C 1.1802 -0.9196 -0.9970
Al -0.0343 0.2825 0.0741
Br 0.1895 -0.0342 2.4055
C 0.3490 2.2031 -0.4946
C 0.3458 3.1494 0.6276
N 1.3683 3.4131 1.3435
P -2.3568 -0.0178 -0.3951
C -2.8919 -1.5310 0.5051
O -2.3579 -0.6365 -1.9944
H 2.8814 -2.9696 1.2606
H 3.2150 -1.1827 0.9312
H 1.4263 -3.0784 -0.6458
H 0.6447 -1.2303 -1.8986
H 1.9804 -0.2451 -1.3285
H 1.3053 2.2414 -1.0202
H -0.4682 2.4409 -1.1823
H -0.6219 3.6252 0.8455
H 1.1167 4.0650 2.0833
H -3.2172 -1.2161 1.4965
H -3.7520 -1.9533 -0.0181
H -2.1283 -2.3044 0.6042
H -2.6236 0.0880 -2.5596

## Properties
LUMO ... 3.39 eV
HOMO ... -3.7725 eV
Net charge ... -1


Please write out number 6 again, unchanged.
C6H12O4Rh | ωB97M-V/def2-TZVPD

Atoms and positions in Å:
C -0.3722 1.3637 -0.9382
H -0.1606 1.4295 -2.0124
H 0.5053 1.2349 -0.2870
H -1.1103 2.1123 -0.6121
O 0.9614 3.5187 -1.1872
C 0.5766 4.6392 -0.9409
H 1.2590 5.5086 -1.0287
H -0.4364 4.8233 -0.5297
O -1.1568 0.0131 -0.8483
C -1.8607 -0.3154 0.3929
C -0.8582 -0.6153 1.4768
O -0.3159 -1.9454 1.2117
C 1.0350 -2.0917 0.7810
C 1.0555 -3.3038 -0.1545
O 0.1015 -3.2007 -1.1609
Rh -1.3379 -2.0737 -0.6176
H -2.5623 0.4839 0.6764
H -1.3534 -0.6482 2.4579
H -0.0001 0.0783 1.5440
H 1.7084 -2.2290 1.6426
H 1.3448 -1.1867 0.2303
H 0.8948 -4.2107 0.4665
H 2.0824 -3.3849 -0.5624

## Properties
LUMO (spin up / spin down) ... -3.00 / -6.27 eV
HOMO (spin up / spin down) ... -12.6309 / -13.3668 eV
Spin multiplicity ... 5
⟨S²⟩ ... 6.0123
Net charge ... +1


What did the fourth record say?
C6H12O3 | ωB97M-V/def2-TZVPD

Atoms and positions in Å:
C -1.6097 -0.7068 1.9332
O -0.4847 0.0845 1.4602
C -0.8352 1.2326 0.7007
O -1.6684 1.2500 -0.1707
O -0.3802 2.3219 1.3517
H -2.3451 -0.8475 1.1413
H -1.1914 -1.6667 2.2312
H -2.0337 -0.2201 2.8108
H -0.6694 3.0752 0.8086
C 0.0502 -1.9037 -0.5347
C 0.7657 -0.9839 0.1390
C 1.4092 0.4679 -0.6644
C 1.1004 0.5118 -2.1457
H 0.3127 -2.9520 -0.4638
H -0.8192 -1.6235 -1.1172
H 1.5377 -1.3168 0.8229
H 1.3210 1.4549 -0.2068
H 2.4702 0.2533 -0.5064
H 0.0294 0.6078 -2.3420
H 1.5952 1.3674 -2.6172
H 1.4456 -0.4066 -2.6307

## Properties
LUMO ... 0.65 eV
HOMO ... -8.2468 eV
Energy relative to the best compared isomer or geometry (same formula, charge and spin) ... 89.0 kcal per mole
SMILES ... COC(=O)O.C=CCC
Net charge ... 0